(1)
Entry from OMol25: a cluster of 2 separate species, C3H10NOS2 in total (ωB97M-V/def2-TZVPD).

Geometry (Å):
S -2.014 -0.146 0.021
S -2.409 0.977 -1.673
O 2.567 -2.039 -1.245
N 1.121 0.063 -0.870
C 2.464 -1.799 -0.081
C 1.715 -0.543 0.354
C -2.211 1.117 1.349
H 2.456 0.154 0.753
H -3.213 1.522 1.277
H 2.883 -2.422 0.718
H 0.953 -0.678 1.117
H 1.412 1.031 -0.949
H 1.473 -0.450 -1.695
H 0.073 0.034 -0.863
H -2.089 0.582 2.290
H -3.730 0.714 -1.733
H -1.452 1.883 1.230

- LUMO level: -3.452 eV
- Energy above the lowest of the compared OMol25 structures with the same formula, charge and spin: 0.3198 eV
- Charge: +1

natural (NBO) population analysis, charges in e, atoms 1 to 6: 0.053 -0.132 -0.485 -0.708 0.432 -0.347

***

(2)
Entry from OMol25: a cluster of 2 separate species, C3H10NP in total in a non-equilibrium geometry (ωB97M-V/def2-TZVPD).

Geometry (Å):
P -0.231 0.043 -0.476
N -1.238 1.091 -2.804
C 0.014 1.701 0.228
C -1.182 -0.682 0.872
C 1.363 -0.735 -0.143
H -0.523 -1.445 1.181
H -0.936 2.090 0.610
H 2.014 -0.280 -0.959
H 1.666 -0.507 0.797
H -2.201 0.587 -2.796
H -1.354 0.021 1.735
H 0.340 2.399 -0.570
H 1.247 -1.874 -0.260
H -2.104 -1.085 0.697
H 0.845 1.532 0.921

- LUMO level (spin up / spin down): -0.207 / -0.059 eV
- Energy above the lowest of the compared OMol25 structures with the same formula, charge and spin: 5.2308 eV

natural (NBO) population analysis, charges in e, atoms 1 to 6: 0.953 -0.442 -0.945 -0.951 -0.943 0.223

***

(3)
Entry from OMol25: a structure of composition C3H10NP2 in a non-equilibrium geometry (ωB97M-V/def2-TZVPD).

Geometry (Å):
P -0.131 -0.092 0.085
P 0.408 -3.297 -0.373
N -0.597 -1.512 0.672
C 1.343 0.332 1.027
C -1.212 1.333 0.507
C 0.014 0.174 -1.753
H 2.017 -0.636 0.936
H 0.299 1.226 -1.857
H -0.354 -4.100 0.643
H -1.024 0.253 -2.261
H -1.462 1.886 -0.394
H 1.847 1.282 0.619
H -0.650 2.150 1.098
H 0.525 -0.644 -2.245
H 1.139 0.523 2.153
H -2.161 1.123 1.146

- LUMO level (spin up / spin down): -7.509 / -7.509 eV
- Energy above the lowest of the compared OMol25 structures with the same formula, charge and spin: 3.9821 eV
- Charge: +1

natural (NBO) population analysis, charges in e, atoms 1 to 6: 1.663 0.788 -0.969 -1.000 -1.001 -0.962

***

| no. | E_tot (Ha) |
| --- | --- |
| 1 | -1046.41420 |
| 2 | -516.21767 |
| 3 | -857.33235 |